Entry 1:
# C4H12S2

A 2-piece molecular cluster, C4H12S2 overall in a non-equilibrium geometry (ωB97M-V/def2-TZVPD, the Open Molecules 2025 dataset).

Computed properties:
SMILES ... CCS.CSC
HOMO ... -0.319 hartree

Geometry (Å):
1 C 0.475 2.015 0.528
2 C -0.411 2.407 -0.724
3 S -0.966 4.175 -0.951
4 H -0.095 2.156 1.473
5 H 1.318 2.659 0.521
6 H 0.824 0.930 0.337
7 H 0.091 2.158 -1.690
8 H -1.451 1.850 -0.744
9 H -1.772 4.293 0.078
10 C 0.443 -3.097 -1.074
11 S -0.084 -1.457 -0.513
12 C -0.073 -1.899 1.292
13 H -0.406 -3.705 -1.149
14 H 1.059 -3.604 -0.366
15 H 1.029 -2.948 -1.990
16 H -0.709 -1.210 1.879
17 H -0.302 -2.947 1.391
18 H 1.032 -1.774 1.701

***

Entry 2:
# C17H20N5O3Rh

C17H20N5O3Rh as an isolated structure in a non-equilibrium geometry (ωB97M-V/def2-TZVPD, the Open Molecules 2025 dataset).

Computed properties:
Total charge ... +2
2S+1 ... 5
Expectation value of S² ... 6.06
HOMO (spin up / spin down) ... -0.544 / -0.551 hartree

Geometry (Å):
1 Rh -1.131 0.370 -0.446
2 C 0.835 2.259 1.133
3 N 0.218 1.953 -0.173
4 C 0.537 2.631 -1.213
5 C -0.107 2.304 -2.457
6 C -0.018 2.894 -3.749
7 C -0.874 2.189 -4.531
8 C -1.472 1.160 -3.670
9 N -1.008 1.242 -2.449
10 C 1.120 0.988 1.887
11 C 0.068 0.257 2.438
12 C 0.315 -0.920 3.132
13 C 1.622 -1.366 3.290
14 C 2.673 -0.632 2.757
15 C 2.421 0.541 2.055
16 H 0.136 2.888 1.689
17 H 1.743 2.838 0.962
18 H 1.260 3.441 -1.157
19 H 0.601 3.731 -4.027
20 H -1.095 2.334 -5.577
21 H -2.204 0.418 -3.960
22 H -0.945 0.645 2.412
23 H -0.504 -1.462 3.586
24 H 1.823 -2.266 3.858
25 H 3.693 -0.962 2.903
26 H 3.248 1.113 1.649
27 C -4.281 1.743 2.236
28 O -3.203 0.936 1.605
29 C -2.631 1.420 0.560
30 O -2.780 2.427 -0.065
31 H -4.079 1.709 3.299
32 H -5.216 1.250 1.991
33 H -4.246 2.756 1.847
34 C 1.659 -3.783 -2.258
35 N 1.458 -3.156 -0.937
36 C 2.021 -3.828 0.252
37 C 0.940 -1.980 -0.835
38 N 0.514 -0.900 -0.737
39 H 2.717 -3.764 -2.513
40 H 1.091 -3.241 -3.009
41 H 1.308 -4.811 -2.209
42 H 3.100 -3.911 0.139
43 H 1.578 -4.817 0.337
44 H 1.791 -3.240 1.136
45 O -2.331 -2.269 -0.543
46 N -2.364 -1.129 -0.637

***

Values of energy, in order: -955.92709 -1269.11913, all in hartree.
Values of ΔE to the lowest compared entry with this formula, charge and spin, in order: 23.4 0.0, all in kcal/mol.